Computed, not measured: a structure of composition C2HBiO3, with wB97M-V/def2-TZVPD.

Geometry (Å):
Bi -5.295 1.997 0.302
O -3.789 0.699 0.304
O 0.071 -1.273 0.051
O -2.567 1.323 0.045
C -1.607 0.530 -0.088
C -0.704 -0.302 -0.139
H -0.355 -2.151 0.006

Summary:
E = -515.44069 Ha
Total charge = +3
Energy relative to the best compared isomer or geometry (same formula, charge and spin) = 3.6009 eV
E_HOMO (spin up / spin down) = -23.94 / -24.68 eV
LUMO level (spin up / spin down) = -18.8 / -18.8 eV
2S+1 = 2

Here are the Löwdin charges for atoms 1 to 6, given in e:
1 Bi 2.491
2 O -0.379
3 O 0.376
4 O 0.016
5 C 0.109
6 C 0.154